Record 1
Molecular formula: C8H14O2P
Method: DFT, ωB97M-V with the def2-TZVPD basis set

Element x y z (Å)
P 1.819 0.058 -0.365
O 2.396 -0.558 -1.621
O 3.488 0.556 1.170
C 1.007 -1.055 0.842
C -1.035 -0.853 -0.873
C 0.765 1.316 -0.361
C 0.280 1.327 1.204
C -0.005 -1.706 -0.091
C 0.384 -0.109 1.833
C -0.201 1.510 -1.441
C -0.661 0.085 -1.990
H -0.610 -0.501 2.184
H 3.384 1.507 1.381
H -1.587 -0.241 -0.156
H -0.736 1.848 1.049
H 0.909 2.090 1.749
H -0.689 -2.385 0.498
H 0.244 2.163 -2.226
H 0.573 -2.332 -0.823
H -1.143 1.936 -1.033
H 1.145 -0.064 2.548
H -1.550 0.207 -2.649
H 0.082 -0.237 -2.565
H -1.610 -1.663 -1.358
H 1.678 -1.891 1.133

- HOMO-LUMO gap (hartree) = 0.2475
- HOMO energy (eV) = -2.9488
- net charge = -1
- relative energy (zero: lowest compared OMol25 entry of this formula, charge and spin) (kcal per mole) = 66.8
- LUMO level (Eh) = 0.13913
- M (g/mol) = 173.17
- E (eV) = -21905.69499

=====

Record 2
Molecular formula: C6H18N2
Method: DFT, ωB97M-V with the def2-TZVPD basis set

Element x y z (Å)
N -1.338 0.407 -1.705
N 2.191 0.215 -3.076
C -1.291 0.504 1.331
C 0.140 0.043 3.289
C 0.146 -1.589 1.313
C -0.741 -0.637 2.196
C -0.251 0.525 -2.668
C 1.099 0.211 -2.074
H -2.281 0.323 -2.114
H 0.823 0.802 2.894
H -0.502 1.095 0.838
H 1.079 -1.012 0.972
H 0.499 -2.446 1.940
H -1.381 1.269 -1.116
H -0.356 -0.207 -3.447
H -0.164 1.542 -3.171
H 3.025 -0.136 -2.624
H 0.786 -0.759 3.770
H 1.268 0.972 -1.282
H -0.508 0.410 4.062
H 1.120 -0.765 -1.494
H -1.850 1.228 1.974
H -0.444 -1.885 0.390
H -1.956 -0.050 0.594
H -1.562 -1.196 2.649
H 2.449 1.135 -3.440

- HOMO-LUMO gap (hartree) = 0.3742
- HOMO energy (eV) = -9.1536
- net charge = 0
- relative energy (zero: lowest compared OMol25 entry of this formula, charge and spin) (kcal per mole) = 8.5
- LUMO level (Eh) = 0.03785
- M (g/mol) = 118.22
- structure (SMILES) = CC(C)C.NCCN
- E (eV) = -9493.39966

=====

Record 3
Molecular formula: C7H10
Method: DFT, ωB97M-V with the def2-TZVPD basis set

Element x y z (Å)
C -1.290 -0.021 -0.243
C 0.430 -0.605 1.605
C 0.304 0.302 -2.289
C -0.485 0.427 1.005
C 0.719 -1.803 1.102
C 0.306 1.408 0.076
C -0.187 0.578 -1.092
H 0.944 -0.284 2.512
H 1.387 1.482 0.226
H -1.075 0.911 1.791
H -1.521 -1.083 -0.360
H 1.204 0.789 -2.656
H -0.132 2.414 0.080
H 0.257 -2.181 0.194
H -2.222 0.549 -0.328
H -0.169 -0.430 -2.939
H 1.449 -2.453 1.577

- HOMO-LUMO gap (hartree) = 0.3841
- HOMO energy (eV) = -9.3400
- net charge = 0
- relative energy (zero: lowest compared OMol25 entry of this formula, charge and spin) (kcal per mole) = 44.3
- LUMO level (Eh) = 0.04082
- M (g/mol) = 94.16
- structure (SMILES) = C=CC1CC(=C)C1
- E (eV) = -7419.11403